# 1
This record from the Open Molecules 2025 dataset describes a 2-piece molecular cluster, CH4NO2Si overall. The level of theory is the ωB97M-V functional and the def2-TZVPD basis.

Values from the calculation:
* LUMO: 4.20 eV
* HOMO-LUMO gap: 7.79 eV
* energy: -14560.182 eV
* energy relative to the best compared isomer or geometry (same formula, charge and spin): 146.3 kcal/mol
* charge: -1
* highest occupied orbital energy: -3.5910 eV

Positions of all 9 atoms, in Å:
C1 -1.2780 -0.2072 0.4751
N1 -1.8061 0.4942 1.4894
O1 -2.9345 0.2245 1.9425
O2 -1.0282 1.3465 2.0231
Si1 0.4874 0.2174 0.0033
H1 -2.4566 -0.9300 -0.2766
H2 1.4988 -0.0009 1.0287
H3 0.7886 1.6746 -0.4430
H4 1.2568 -0.7890 -0.9235


# 2
This record from the Open Molecules 2025 dataset describes an isolated molecule of C4H6O2. The level of theory is the ωB97M-V functional and the def2-TZVPD basis.

Values from the calculation:
* LUMO: 1.02 eV
* HOMO-LUMO gap: 11.01 eV
* energy: -8338.311 eV
* energy relative to the best compared isomer or geometry (same formula, charge and spin): 49.6 kcal/mol
* SMILES: C1OC[C@H]2O[C@@H]12
* charge: 0
* highest occupied orbital energy: -9.9901 eV

Positions of all 12 atoms, in Å:
C1 -1.2842 -0.2480 -0.0114
O1 -0.8492 1.0557 -0.3750
C2 0.5488 1.0488 -0.6173
C3 1.0639 -0.1372 0.1565
O2 0.5807 -0.1968 1.5284
C4 -0.0682 -0.9560 0.5306
H1 -2.0820 -0.1402 0.7291
H2 -1.6715 -0.8060 -0.8760
H3 0.7791 0.9266 -1.6878
H4 0.9593 2.0042 -0.2769
H5 2.0636 -0.5151 0.2784
H6 -0.0404 -2.0360 0.6212


# 3
This record from the Open Molecules 2025 dataset describes C37H51AsN4RuSe as an isolated structure. The level of theory is the ωB97M-V functional and the def2-TZVPD basis.

Values from the calculation:
* multiplicity: 2
* LUMO (spin up / spin down): -2.20 / -3.15 eV
* HOMO-LUMO gap (spin up / spin down): 7.72 / 6.70 eV
* <S²>: 0.7590
* energy: -173920.611 eV
* energy relative to the best compared isomer or geometry (same formula, charge and spin): 12.1 kcal/mol
* charge: +1
* highest occupied orbital energy (spin up / spin down): -9.9180 / -9.8579 eV

Positions of all 95 atoms, in Å:
Ru1 0.5206 0.3896 -0.2385
N1 0.8027 -0.3219 -2.2481
C1 0.7110 -1.7880 -2.3129
C2 -0.5481 -2.1791 -1.5552
N2 -0.5573 -1.5932 -0.1905
C3 0.0628 -2.4562 0.8459
C4 1.5210 -2.0856 1.0716
N3 1.5509 -0.6404 1.3527
H1 -0.0035 0.0846 -2.7224
H2 1.6430 0.0887 -2.6498
H3 1.6017 -2.2120 -1.8505
H4 0.6606 -2.1612 -3.3389
H5 -0.6614 -3.2647 -1.5199
H6 -1.4184 -1.7708 -2.0768
H7 -1.5331 -1.4574 0.0467
H8 -0.0421 -3.5145 0.5974
H9 -0.4807 -2.2863 1.7795
H10 2.1347 -2.2646 0.1885
H11 1.9418 -2.6748 1.8901
H12 2.4977 -0.3029 1.5110
H13 1.0260 -0.4746 2.2093
C5 6.8768 -0.7292 2.6742
C6 5.7965 -0.0700 1.8631
C7 5.6779 -0.2939 0.4971
C8 4.6883 0.3093 -0.2725
C9 4.6716 0.0321 -1.7533
C10 3.7697 1.1712 0.3483
Se1 2.3604 2.0030 -0.6824
C11 3.8978 1.4460 1.7223
C12 2.9975 2.4164 2.4557
C13 4.8990 0.8094 2.4527
H14 7.4548 -1.4272 2.0709
H15 6.4566 -1.2767 3.5190
H16 7.5649 0.0140 3.0798
H17 6.3878 -0.9523 0.0085
H18 5.5789 -0.4940 -2.0467
H19 4.5983 0.9529 -2.3298
H20 3.8250 -0.5951 -2.0411
H21 2.2224 2.8196 1.8059
H22 3.5842 3.2581 2.8279
H23 2.5308 1.9433 3.3239
H24 4.9859 1.0263 3.5129
C14 1.4024 8.0656 1.2092
C15 0.9072 6.6558 1.0556
C16 0.7485 5.8224 2.1492
C17 0.2930 4.5152 2.0135
C18 0.1553 3.6875 3.2646
C19 -0.0138 4.0304 0.7377
As1 -0.6825 2.2085 0.6973
N4 -0.9605 1.6201 -1.0182
C20 -2.1549 0.9481 -1.3856
C21 -2.4887 0.9815 -2.7441
C22 -3.5814 0.2805 -3.2378
C23 -4.3829 -0.4580 -2.3817
C24 -4.0838 -0.4780 -1.0240
C25 -2.9867 0.2106 -0.5296
C26 -2.3425 2.2885 1.7150
C27 -2.5146 1.4953 2.8517
C28 -1.4750 0.5308 3.3733
C29 -3.7119 1.5774 3.5587
C30 -4.7394 2.4165 3.1614
C31 -6.0279 2.4960 3.9294
C32 -4.5494 3.1901 2.0200
C33 -3.3747 3.1468 1.2860
C34 -3.2576 4.0200 0.0674
C35 0.1749 4.8392 -0.3968
C36 -0.0739 4.3921 -1.8125
C37 0.6200 6.1405 -0.2027
H25 1.4789 8.3479 2.2579
H26 0.7332 8.7698 0.7137
H27 2.3884 8.1788 0.7557
H28 0.9887 6.1908 3.1403
H29 0.8017 4.0836 4.0465
H30 0.4451 2.6441 3.1070
H31 -0.8707 3.6965 3.6380
H32 -1.8824 1.5901 -3.4062
H33 -3.8104 0.3261 -4.2946
H34 -5.2404 -0.9968 -2.7606
H35 -4.7161 -1.0300 -0.3393
H36 -2.7847 0.1834 0.5338
H37 -0.5621 0.5547 2.7790
H38 -1.8643 -0.4904 3.3677
H39 -1.2137 0.7708 4.4047
H40 -3.8377 0.9640 4.4448
H41 -6.0137 1.8420 4.7995
H42 -6.8718 2.2086 3.3006
H43 -6.2114 3.5150 4.2723
H44 -5.3458 3.8476 1.6888
H45 -4.2358 4.4063 -0.2145
H46 -2.8592 3.4720 -0.7851
H47 -2.5990 4.8697 0.2545
H48 0.3995 3.4358 -2.0310
H49 0.3153 5.1385 -2.5027
H50 -1.1390 4.2695 -2.0142
H51 0.7608 6.7709 -1.0738


# 4
This record from the Open Molecules 2025 dataset describes a 14-piece molecular cluster, C3H34NO13S overall. The level of theory is the ωB97M-V functional and the def2-TZVPD basis.

Values from the calculation:
* LUMO: 2.41 eV
* HOMO-LUMO gap: 6.60 eV
* energy: -42606.934 eV
* energy relative to the best compared isomer or geometry (same formula, charge and spin): 89.2 kcal/mol
* charge: -1
* highest occupied orbital energy: -4.1829 eV

Positions of all 52 atoms, in Å:
C1 -1.2193 -3.5758 -1.0314
N1 -1.3043 -2.1814 -1.4584
C2 -0.3437 -1.8231 -2.5016
C3 -0.5547 -0.3375 -3.0098
S1 -2.3577 0.0245 -2.8602
H1 -0.1886 -3.7882 -0.7751
H2 -1.6302 -4.3149 -1.6884
H3 -1.7133 -3.6628 -0.0045
H4 -2.2751 -1.9398 -1.6719
H5 0.5907 -1.7063 -1.8927
H6 -0.3567 -2.6401 -3.2334
H7 -0.0196 -0.1260 -3.9571
H8 -0.0747 0.3068 -2.2461
H9 3.0689 -0.7985 -2.4165
H10 1.5198 -0.6783 -2.2182
O1 2.3506 -0.8666 -1.7990
H11 2.5480 1.5246 -1.8397
H12 1.7100 2.7628 -1.4731
O2 2.5625 2.4842 -1.8825
H13 2.6914 -3.5592 0.3847
H14 1.1427 -3.1793 0.8673
O3 1.8118 -3.8264 0.6720
H15 -2.5255 -2.0090 2.1635
H16 -1.6759 -1.1664 3.1434
O4 -2.5672 -1.6171 3.0556
H17 -0.2032 -0.3287 2.3878
H18 1.0173 -1.0039 3.1673
O5 0.1290 -0.6115 3.2356
H19 2.6775 0.1254 2.1047
H20 3.3692 -0.8434 3.1540
O6 2.5848 -0.6108 2.6759
H21 -1.0781 3.7973 0.4632
H22 -1.4017 3.5422 1.8851
O7 -0.8118 4.1146 1.3456
H23 -0.3884 0.3292 -0.0991
H24 -0.8929 -0.9857 0.1333
O8 -0.8948 -0.1054 0.5798
H25 3.2640 1.8471 0.3917
H26 4.7294 1.5546 0.5264
O9 3.8940 1.1047 0.5614
H27 -1.6922 1.1604 2.6419
H28 -2.9756 1.4813 1.9807
O10 -2.1708 1.9314 2.3146
H29 -2.8917 0.2927 -0.7946
H30 -4.2398 0.8499 -0.2358
O11 -3.2678 0.8872 -0.0556
H31 -0.7813 2.1581 -1.2150
H32 -2.2645 2.4911 -1.4356
O12 -1.3771 2.8842 -1.3608
H33 0.6862 3.2961 1.1425
H34 2.1229 4.0825 1.1304
O13 1.6675 3.2534 1.0480


# 5
This record from the Open Molecules 2025 dataset describes a 2-piece molecular cluster, C4H6N4 overall. The level of theory is the ωB97M-V functional and the def2-TZVPD basis.

Values from the calculation:
* LUMO: 0.17 eV
* HOMO-LUMO gap: 9.81 eV
* energy: -10202.202 eV
* energy relative to the best compared isomer or geometry (same formula, charge and spin): 86.2 kcal/mol
* SMILES: CN=C=NC#N.C=N
* charge: 0
* highest occupied orbital energy: -9.6457 eV

Positions of all 14 atoms, in Å:
C1 3.3917 -0.0112 -0.2579
C2 -0.9097 -2.1622 -0.8344
C3 1.2684 -1.1947 -0.3921
C4 1.3111 1.2675 1.8414
N1 4.3747 0.5711 -0.2752
N2 0.4682 -2.0714 -0.5225
N3 0.7952 1.6162 0.7737
N4 2.3588 -0.7284 -0.0720
H1 -1.1949 -2.3182 -1.8533
H2 -1.3262 -3.0692 -0.3272
H3 0.9561 0.3864 2.2764
H4 -1.3969 -1.2721 -0.2614
H5 1.9190 1.8462 2.5595
H6 1.1380 2.5378 0.3049


# 6
This record from the Open Molecules 2025 dataset describes C15H17NO12P2S2Zn as an isolated structure. The level of theory is the ωB97M-V functional and the def2-TZVPD basis.

Values from the calculation:
* LUMO: 4.34 eV
* HOMO-LUMO gap: 7.18 eV
* energy: -130569.249 eV
* energy relative to the best compared isomer or geometry (same formula, charge and spin): 15.7 kcal/mol
* charge: -2
* highest occupied orbital energy: -2.8394 eV

Positions of all 50 atoms, in Å:
Zn1 0.1049 0.4207 0.1741
O1 0.5199 -0.9563 3.8657
C1 0.9498 -0.1461 2.9200
O2 0.1585 0.4082 2.1577
C2 2.4013 0.0365 2.8401
C3 3.1553 -0.2955 3.9712
C4 4.5254 -0.1937 3.9827
C5 5.1872 0.2139 2.8243
C6 4.4661 0.5388 1.7043
C7 3.0590 0.4919 1.6766
S1 2.3395 1.0323 0.1946
H1 2.6128 -0.6121 4.8505
H2 5.0823 -0.4377 4.8761
H3 6.2673 0.2872 2.8138
H4 4.9599 0.8512 0.7992
C8 -4.2259 0.2585 2.0647
C9 -3.0602 0.2790 1.1056
O3 -3.5016 0.2033 -0.2363
P1 -2.0041 -1.1939 1.4092
O4 -1.7656 -1.5245 2.8496
O5 -3.0420 -2.3218 0.8398
O6 -0.8331 -1.2564 0.4438
P2 -2.1340 1.8665 1.2005
O7 -3.3128 2.8709 0.6290
O8 -1.7414 2.3684 2.5297
O9 -1.1442 1.7957 0.0421
H5 -4.8101 -0.6470 1.9015
H6 -4.8569 1.1335 1.9028
H7 -3.8354 0.2690 3.0804
H8 -2.8318 0.6862 -0.7436
H9 -0.4514 -1.1658 3.6311
H10 -2.5658 -3.1514 0.8577
H11 -3.3826 3.5409 1.3067
N1 0.1043 -0.2991 -2.0435
C10 1.2869 -0.7591 -2.7075
C11 1.5378 -0.4260 -4.0335
C12 2.6940 -0.8772 -4.6546
C13 3.5963 -1.6511 -3.9576
C14 3.3514 -1.9889 -2.6415
C15 2.1935 -1.5586 -2.0178
S2 5.0967 -2.2827 -4.7642
O10 5.1472 -1.6277 -6.0719
O11 6.2018 -1.9130 -3.8838
O12 4.8760 -3.7285 -4.8501
H12 -0.4249 0.3271 -2.6453
H13 -0.4910 -1.0856 -1.7944
H14 0.8317 0.1941 -4.5733
H15 2.9101 -0.6462 -5.6876
H16 4.0817 -2.5834 -2.1135
H17 1.9825 -1.8128 -0.9884